1.
{
  "formula": "C7H8O2",
  "method": "ωB97M-V/def2-TZVPD",
  "smiles": "OCc1cccc(O)c1",
  "gap_ev": 8.9,
  "lumo_energy_ha": 0.0260,
  "energy_ha": -421.89800,
  "relative_energy_ev": 3.131,
  "elements": ["O", "C", "C", "C", "C", "C", "C", "O", "C", "H", "H", "H", "H", "H", "H", "H", "H"],
  "positions_angstrom": [[2.13557, 0.75700, 1.93930], [0.87512, 0.10265, 1.98177], [0.17107, -0.09462, 0.70948], [-0.47870, -1.30932, 0.51692], [-1.13986, -1.51136, -0.70359], [-1.13898, -0.55357, -1.71818], [-0.43233, 0.68346, -1.55743], [-0.32105, 1.61743, -2.38977], [0.20137, 0.81821, -0.19778], [2.07629, 1.70853, 2.00438], [1.14247, -1.07364, 2.44826], [0.27716, 0.68190, 2.54083], [-0.56430, -1.94896, 1.18707], [-1.45285, -2.48961, -0.86621], [-1.47854, -0.67402, -2.75213], [-0.72964, 1.40011, -3.13634], [0.85719, 1.88583, -0.00656]],
  "forces_ev_per_angstrom": [[0.5, -0.7, -0.4], [3.6, -4.2, 0.4], [0.2, -3.3, 2.2], [-0.9, 5.6, -7.4], [1.6, 1.2, 1.0], [1.4, 2.2, -1.0], [0.0, -5.3, 7.5], [2.9, 4.5, 1.7], [1.0, 6.9, -5.9], [-0.4, 0.2, 0.0], [-1.0, 3.7, -1.0], [-2.4, 1.4, 2.9], [-0.3, -5.8, 6.0], [-1.1, -1.4, -0.5], [-0.4, -0.7, 0.4], [-2.7, -1.1, -5.2], [-2.0, -3.2, -0.6]],
  "mulliken_charge": [-0.528, -0.535, 1.084, -1.022, -0.580, -0.509, 0.567, -0.424, -0.409, 0.320, 0.221, 0.339, 0.662, 0.396, 0.230, 0.281, -0.091]
}

2.
{
  "formula": "C7H8O2",
  "method": "ωB97M-V/def2-TZVPD",
  "gap_ev": [6.9, 6.9],
  "lumo_energy_ha": [-0.0127, -0.0127],
  "energy_ha": -421.85201,
  "relative_energy_ev": 4.382,
  "elements": ["C", "C", "C", "C", "C", "C", "C", "O", "O", "H", "H", "H", "H", "H", "H", "H", "H"],
  "positions_angstrom": [[-0.99945, 0.35983, -0.73453], [0.20604, 0.18323, -1.34026], [1.36484, 0.06195, -0.55716], [-1.11440, 0.44853, 0.71794], [0.07707, 0.07279, 1.50429], [0.34586, -0.00333, -2.83181], [0.16894, -0.67141, 2.78728], [2.54020, 0.08527, -0.52022], [-0.31694, 1.39376, 1.44726], [-1.90476, 0.39491, -1.31929], [-2.11665, 0.35784, 1.12956], [1.19113, -0.64611, -3.06731], [0.52165, 0.96491, -3.30439], [-0.56288, -0.43219, -3.24303], [0.08713, -1.73930, 2.59896], [-0.61889, -0.36040, 3.47832], [1.13111, -0.47030, 3.25440]],
  "forces_ev_per_angstrom": [[1.1, -0.1, 0.0], [-1.6, 0.1, -1.0], [0.4, -0.2, 4.2], [-0.4, -0.7, 0.2], [1.1, -0.4, -2.6], [0.1, 0.3, 0.0], [0.0, 0.2, -0.1], [-1.0, 0.1, -0.8], [0.3, 0.9, 0.5], [-0.1, 0.0, -0.2], [0.1, 0.0, 0.0], [0.0, -0.1, 0.0], [0.0, -0.1, -0.1], [0.0, -0.1, -0.1], [0.0, -0.1, 0.0], [-0.1, 0.0, 0.0], [0.1, 0.0, 0.1]],
  "mulliken_charge": [-0.816, 0.907, 0.264, 0.144, 0.175, -1.373, -1.253, -0.408, -0.421, 0.396, 0.436, 0.362, 0.281, 0.376, 0.264, 0.372, 0.293]
}

3.
{
  "formula": "C7H8O2",
  "method": "ωB97M-V/def2-TZVPD",
  "smiles": "C#CC(=O)/C(C)=C(/C)O",
  "gap_ev": [7.2, 7.3],
  "lumo_energy_ha": [-0.0259, -0.0257],
  "energy_ha": -421.84425,
  "relative_energy_ev": 4.593,
  "elements": ["C", "C", "C", "O", "C", "C", "C", "C", "O", "H", "H", "H", "H", "H", "H", "H", "H"],
  "positions_angstrom": [[1.67957, 2.23043, 1.14031], [0.70632, 1.53337, 0.95568], [-0.76698, 1.08561, 0.96834], [-1.65366, 1.74206, 1.47712], [-0.82590, -0.06172, 0.10528], [-1.72695, -1.21425, 0.40786], [0.29721, -0.06633, -0.73520], [1.24256, -1.22965, -0.84637], [0.37965, 0.75132, -1.82992], [2.46410, 2.92238, 1.34478], [-1.30059, -1.88231, 1.16397], [-2.68793, -0.85276, 0.78421], [-1.90954, -1.81207, -0.49096], [1.38543, -1.70817, 0.12368], [2.20673, -0.90361, -1.24510], [0.82800, -1.96060, -1.54668], [-0.31801, 1.42628, -1.77700]],
  "forces_ev_per_angstrom": [[-0.4, -0.4, 0.0], [-1.1, 1.7, 1.3], [0.4, 1.5, -2.0], [0.5, -0.7, 0.9], [0.5, 0.7, 0.5], [0.4, -0.7, -0.1], [-0.9, -2.2, -2.1], [-0.3, 0.1, -0.3], [0.8, 0.1, 1.9], [0.2, -0.2, -0.2], [-0.1, -0.1, 0.1], [0.2, 0.1, -0.1], [-0.1, 0.1, 0.2], [-0.1, 0.1, -0.1], [-0.2, 0.0, 0.0], [0.1, -0.1, 0.0], [0.0, -0.2, 0.1]],
  "mulliken_charge": [-0.044, -0.413, 0.438, -0.598, 0.260, -1.409, 0.628, -1.391, -0.423, 0.415, 0.291, 0.376, 0.335, 0.331, 0.400, 0.359, 0.446]
}

4.
{
  "formula": "C7H8O2",
  "method": "ωB97M-V/def2-TZVPD",
  "smiles": "C1=C[C@H]2OC[C@@H]3[C@H](O1)[C@@H]32",
  "gap_ev": 10.2,
  "lumo_energy_ha": 0.0371,
  "energy_ha": -421.73480,
  "relative_energy_ev": 7.571,
  "elements": ["C", "C", "C", "O", "C", "C", "C", "O", "C", "H", "H", "H", "H", "H", "H", "H", "H"],
  "positions_angstrom": [[0.86219, -1.08074, 1.71307], [1.31457, -1.37823, 0.52455], [0.73414, -0.37932, -0.38318], [0.99421, 0.12346, -1.72632], [0.06344, 1.22767, -1.60293], [-1.01602, 1.04508, -0.52517], [-0.95820, 0.40189, 0.89234], [0.05324, 0.12066, 1.85251], [-0.85974, -0.40593, -0.22014], [0.74412, -1.82680, 2.54338], [2.04201, -2.21540, 0.04995], [1.04517, 0.41730, 0.22504], [0.47296, 2.18112, -1.29202], [-0.18064, 1.51484, -2.70054], [-1.99268, 1.21514, -0.97682], [-1.71426, 0.39356, 1.65438], [-1.60453, -1.35432, -0.02810]],
  "forces_ev_per_angstrom": [[-2.1, 0.0, 2.2], [2.7, -2.8, -4.1], [-0.8, -0.7, -1.2], [-1.2, -0.4, 2.0], [0.7, 2.5, -2.2], [-1.6, -1.9, -2.3], [0.4, 1.0, 2.8], [3.0, -0.9, 1.6], [-0.7, -4.5, -0.5], [0.6, 1.4, -0.5], [-2.1, 1.6, 2.0], [0.0, 1.9, 0.2], [1.6, 0.1, 0.1], [-0.8, -0.9, 1.9], [-0.2, 0.9, 0.9], [-1.8, 0.7, -1.1], [2.1, 2.0, -1.9]],
  "mulliken_charge": [-0.337, -0.343, -0.078, -0.492, -0.444, -0.380, 0.057, -0.438, -0.398, 0.352, 0.255, 0.530, 0.283, 0.334, 0.338, 0.428, 0.333]
}

5.
{
  "formula": "C7H8O3",
  "method": "ωB97M-V/def2-TZVPD",
  "gap_ev": [8.1, 7.5],
  "lumo_energy_ha": [0.0107, 0.0113],
  "energy_ha": -497.08487,
  "relative_energy_ev": 4.889,
  "elements": ["C", "C", "C", "C", "C", "C", "C", "O", "O", "O", "H", "H", "H", "H", "H", "H", "H", "H"],
  "positions_angstrom": [[-0.87436, -2.04688, -0.12020], [-1.80936, 0.22295, 0.36744], [0.80502, -0.34830, 0.09863], [3.21355, -0.74721, 0.66910], [-0.77468, -0.77028, 0.12656], [-3.19457, -0.37529, 0.47189], [1.05738, 0.79322, -0.83762], [-0.86986, -3.17963, -0.36559], [-1.60320, 1.41105, 0.46870], [1.85326, -0.94350, 0.66493], [3.65164, 0.09376, 0.16893], [3.71656, -1.34117, 1.40029], [-3.26220, -0.96390, 1.38528], [-3.39821, -1.02736, -0.37492], [-3.93161, 0.42192, 0.51002], [0.16624, 1.40233, -0.94975], [1.37605, 0.43954, -1.82094], [1.85293, 1.42032, -0.43239]],
  "forces_ev_per_angstrom": [[-0.3, -1.6, -0.4], [-0.8, -0.2, 0.0], [-0.9, 1.0, -0.9], [-2.1, 0.1, -0.5], [4.5, 0.8, 0.8], [-0.1, 0.3, 0.1], [0.2, -0.3, 0.4], [-0.1, 0.6, 0.2], [0.1, -0.2, 0.1], [-0.7, -0.5, 0.5], [-0.1, 0.2, -0.2], [0.0, -0.2, 0.2], [0.0, -0.1, 0.1], [0.0, -0.1, -0.1], [0.0, 0.0, 0.0], [0.0, 0.0, 0.0], [0.1, -0.1, -0.1], [0.1, 0.1, 0.0]],
  "mulliken_charge": [0.571, 0.918, 0.459, -0.488, -0.196, -1.345, -1.232, -0.388, -0.603, -0.319, 0.264, 0.269, 0.361, 0.383, 0.346, 0.378, 0.279, 0.342]
}

6.
{
  "formula": "C7H8O3",
  "method": "ωB97M-V/def2-TZVPD",
  "gap_ev": [7.8, 7.8],
  "lumo_energy_ha": [-0.0331, -0.0331],
  "energy_ha": -497.09369,
  "relative_energy_ev": 4.648,
  "elements": ["C", "C", "C", "C", "C", "C", "C", "O", "O", "O", "H", "H", "H", "H", "H", "H", "H", "H"],
  "positions_angstrom": [[0.44160, -1.96718, -1.66308], [0.38838, -1.23993, -2.83587], [-0.80310, 0.76366, -2.13183], [1.01794, -0.90472, -0.53353], [-1.32911, -0.06576, -1.00889], [-0.22622, -0.34574, 0.02844], [0.16194, 0.90472, 0.70821], [0.32519, -3.14998, -1.36789], [-0.77551, 1.93871, -2.38181], [-0.05801, -0.06003, -3.08750], [1.72507, -1.56605, 0.07272], [1.71460, -0.14842, -0.93399], [-2.06206, 0.54361, -0.56174], [-1.81294, -0.79081, -1.57072], [-0.49074, -1.14127, 0.81673], [0.82811, 1.62042, 0.05261], [0.64115, 0.63061, 1.70141], [-0.78392, 1.50449, 0.99913]],
  "forces_ev_per_angstrom": [[0.7, -0.5, 2.4], [0.6, 0.6, -1.3], [1.1, 1.8, -0.5], [2.6, -2.7, -2.3], [1.1, 1.9, -0.1], [-0.2, -1.9, 1.5], [-0.5, 3.1, 1.8], [-0.4, 1.0, -0.4], [-0.5, -2.1, 0.7], [-0.2, 0.1, -0.3], [-1.5, 0.9, -0.2], [-0.6, -0.1, -0.3], [-1.0, 0.6, 0.8], [-0.9, -2.4, -0.2], [-0.6, 1.3, -1.2], [-1.2, -1.5, 1.4], [-0.1, 0.7, -1.4], [1.5, -0.7, -0.4]],
  "mulliken_charge": [0.824, -0.522, 0.654, -0.874, -1.224, 0.601, -1.363, -0.577, -0.477, -0.163, 0.416, 0.343, 0.464, 0.501, 0.406, 0.310, 0.368, 0.314]
}